No. 1
C33H46CaNP3 as an isolated structure in a non-equilibrium geometry. Source: the Open Molecules 2025 dataset; level of theory: ωB97M-V/def2-TZVPD.

Cartesian coordinates (Å):
P (-3.97709, 1.66510, -0.81531)
P (-3.46818, -1.48233, 0.74286)
C (-5.27482, 0.42148, -0.35172)
C (-5.02250, -0.40638, 0.91958)
H (-5.31547, -0.20478, -1.26323)
H (-6.24926, 0.93279, -0.25624)
H (-4.98144, 0.28746, 1.77480)
H (-5.86174, -1.11256, 1.04486)
C (-4.41928, -2.64837, -0.27639)
H (-3.78385, -3.52331, -0.43918)
H (-4.69715, -2.16362, -1.21047)
H (-5.33163, -2.91145, 0.28106)
C (-2.96335, -2.64755, 2.06605)
H (-3.18957, -3.63669, 1.64583)
H (-3.52927, -2.57377, 2.99387)
H (-1.87586, -2.75336, 2.34789)
C (-5.23068, 2.49456, -1.92084)
H (-4.87692, 3.41391, -2.39595)
H (-6.14002, 2.74335, -1.35545)
H (-5.53844, 1.80792, -2.72336)
C (-3.62886, 3.01312, 0.35237)
H (-3.50789, 2.61351, 1.36673)
H (-4.42566, 3.76848, 0.33020)
H (-2.67885, 3.48897, 0.06370)
Ca (-1.60373, -0.21734, 1.92403)
C (-3.00551, -1.24181, -2.83952)
C (-4.05304, -0.82836, -3.57340)
C (-3.96507, -0.10920, -4.88369)
C (-2.83484, 0.92770, -4.93066)
C (-2.97444, 1.96398, -3.88530)
C (-2.48087, 1.90003, -2.60621)
C (-1.55493, 0.78504, -2.07928)
C (-1.65600, -0.64331, -2.66268)
C (-0.52406, 2.03531, 2.13388)
H (-3.09555, -2.15266, -2.22943)
H (-5.05995, -1.18607, -3.33001)
H (-4.93624, 0.38055, -5.04474)
H (-3.81728, -0.79398, -5.72766)
H (-1.85973, 0.44975, -4.77847)
H (-2.87246, 1.47195, -5.89041)
H (-3.55879, 2.87808, -4.10820)
H (-2.21647, 2.90329, -2.17305)
H (-1.71357, 0.67115, -0.98181)
H (-0.49786, 1.07221, -2.22529)
H (-0.99136, -0.79194, -3.53456)
H (-1.22469, -1.28848, -1.87612)
H (0.56190, 1.85623, 2.13094)
H (-0.76443, 2.95009, 2.69933)
H (-0.88987, 2.12279, 1.10466)
N (0.29398, -1.22345, 1.65993)
P (1.76872, -1.71964, 1.75754)
C (2.22836, -2.35731, 3.37770)
C (2.62638, -1.44751, 4.37072)
C (3.02548, -1.92000, 5.61853)
C (2.99994, -3.29316, 5.88884)
C (2.53958, -4.19259, 4.91942)
C (2.14411, -3.73043, 3.66017)
C (2.26199, -3.04492, 0.62508)
C (3.49085, -3.70352, 0.82274)
C (3.97263, -4.59586, -0.14604)
C (3.23092, -4.84020, -1.30916)
C (2.01167, -4.18198, -1.49674)
C (1.51841, -3.29266, -0.53821)
C (3.10701, -0.55609, 1.40462)
C (2.88810, 0.46697, 0.47112)
C (3.95459, 1.24404, 0.01389)
C (5.25357, 1.02632, 0.49189)
C (5.47356, 0.01956, 1.44609)
C (4.40770, -0.77565, 1.89756)
H (2.65478, -0.37423, 4.16871)
H (3.31025, -1.21369, 6.39984)
H (3.30036, -3.65851, 6.87455)
H (2.44179, -5.25392, 5.16441)
H (1.81388, -4.45530, 2.90747)
H (4.11476, -3.54089, 1.71135)
H (4.92998, -5.10924, -0.00280)
H (3.60266, -5.53430, -2.07021)
H (1.43218, -4.37242, -2.39857)
H (0.56861, -2.77511, -0.66764)
H (1.87679, 0.63411, 0.11007)
H (3.77042, 2.04597, -0.70347)
H (6.08474, 1.64426, 0.12334)
H (6.49334, -0.14069, 1.82561)
H (4.65356, -1.55131, 2.63630)

Its HOMO energy is -6.3 eV. The value obtained for the maximum force is 0.0689 Eh/bohr. The value obtained for the gap between HOMO and LUMO is 0.233 hartree. For the total energy, the calculation gives -3041.25982 a.u.

No. 2
C33H46N5O4SSiTi as an isolated structure. Source: the Open Molecules 2025 dataset; level of theory: ωB97M-V/def2-TZVPD.

Cartesian coordinates (Å):
Ti (-1.50188, -0.40882, -1.10046)
C (-2.11961, -4.20454, 0.75770)
C (-2.99517, -3.99388, 1.82110)
C (-3.26983, -2.70581, 2.21646)
C (-2.68450, -1.63682, 1.52328)
N (-1.87337, -1.84609, 0.47507)
C (-1.58214, -3.10657, 0.12489)
N (-2.93550, -0.37725, 2.04895)
C (-2.57113, 0.73416, 1.50175)
N (-2.05051, 1.00340, 0.25015)
C (-1.83407, 2.37042, 0.12490)
N (-1.45601, 3.07957, -0.88082)
C (-1.26047, 2.58817, -2.16574)
C (-1.03688, 3.57023, -3.14105)
C (-0.90724, 3.19332, -4.45651)
C (-0.99520, 1.84068, -4.78562)
C (-1.17466, 0.92800, -3.77129)
N (-1.30934, 1.28764, -2.48386)
C (-2.17100, 3.00444, 1.41906)
C (-2.06587, 4.31707, 1.84117)
C (-2.46932, 4.59258, 3.14232)
C (-2.95981, 3.58895, 3.97867)
C (-3.06196, 2.27226, 3.54390)
C (-2.65726, 2.01025, 2.24869)
H (-1.85090, -5.19678, 0.42861)
H (-3.44058, -4.82812, 2.34607)
H (-3.91112, -2.47890, 3.05339)
H (-0.88014, -3.20347, -0.69807)
H (-0.98784, 4.60036, -2.82537)
H (-0.74203, 3.93896, -5.22222)
H (-0.90276, 1.49390, -5.80365)
H (-1.21779, -0.13775, -3.96653)
H (-1.68065, 5.08374, 1.18443)
H (-2.39965, 5.60467, 3.51733)
H (-3.26150, 3.84136, 4.98646)
H (-3.43148, 1.48225, 4.18159)
C (2.73065, -0.44871, 2.90310)
C (1.25129, -0.32376, 2.56701)
C (0.43014, -1.25566, 3.45272)
C (0.79519, 1.11817, 2.74302)
O (0.99540, -0.72754, 1.21002)
Si (1.87708, -0.49944, -0.15433)
S (0.74645, -1.11576, -1.77909)
O (2.17825, 1.11262, -0.19104)
C (3.13419, 1.88831, -0.91931)
C (3.25844, 1.37623, -2.35109)
C (4.47600, 1.81606, -0.19996)
C (2.59081, 3.31280, -0.91496)
O (3.33139, -1.23635, -0.04422)
C (3.77263, -2.56215, -0.35821)
C (4.01593, -2.66429, -1.85911)
C (5.07651, -2.75389, 0.40672)
C (2.73018, -3.58169, 0.09692)
H (2.90130, -0.12937, 3.93335)
H (3.33423, 0.17569, 2.24723)
H (3.06917, -1.47876, 2.80142)
H (0.64479, -1.08508, 4.50814)
H (0.66261, -2.29449, 3.21354)
H (-0.62998, -1.08688, 3.28924)
H (0.85569, 1.41431, 3.79139)
H (-0.23769, 1.21916, 2.42070)
H (1.40764, 1.79306, 2.14790)
H (3.67243, 0.36732, -2.37212)
H (3.91743, 2.02668, -2.92833)
H (2.28006, 1.34790, -2.82933)
H (4.81310, 0.78302, -0.13227)
H (4.38523, 2.21895, 0.80957)
H (5.22748, 2.39825, -0.73531)
H (1.62554, 3.34412, -1.42128)
H (3.27525, 3.99472, -1.42037)
H (2.44944, 3.65629, 0.10961)
H (4.85151, -2.02761, -2.15159)
H (3.13023, -2.35811, -2.41264)
H (4.25571, -3.69213, -2.13492)
H (5.79604, -1.98912, 0.11498)
H (5.50598, -3.73312, 0.19660)
H (4.90533, -2.67341, 1.48011)
H (1.84306, -3.53200, -0.53591)
H (2.43104, -3.37354, 1.12324)
H (3.13492, -4.59332, 0.05204)
C (-4.50736, -2.78205, -2.09960)
C (-4.03927, -1.39290, -2.50722)
C (-4.85184, -0.29449, -1.83787)
O (-2.68061, -1.25171, -2.17930)
H (-5.52999, -2.96118, -2.43309)
H (-4.47891, -2.88633, -1.01238)
H (-3.86360, -3.54735, -2.53191)
H (-4.12639, -1.28392, -3.59901)
H (-4.78001, -0.37982, -0.74875)
H (-5.90570, -0.36227, -2.11215)
H (-4.48522, 0.69298, -2.12659)

Its HOMO energy (spin up / spin down) is -7.1 / -8.2 eV. Its expectation value of S² is 0.753. The spin multiplicity is 2. The relative energy (zero: lowest compared OMol25 entry of this formula, charge and spin) is 0.0 kJ/mol. The value obtained for the maximum force is 0.0137 Eh/bohr. The value obtained for the gap between HOMO and LUMO (spin up / spin down) is 0.235 / 0.273 hartree. For the total energy, the calculation gives -3397.37323 a.u.

No. 3
C33H46OP2PbSi as an isolated structure in a non-equilibrium geometry. Source: the Open Molecules 2025 dataset; level of theory: ωB97M-V/def2-TZVPD.

Cartesian coordinates (Å):
P (0.14284, -1.36904, -6.54842)
P (0.06638, 1.76248, -6.43901)
C (-0.22965, -0.46379, -8.14362)
C (0.31070, 0.96828, -8.11713)
H (-1.32346, -0.47273, -8.26230)
H (0.21266, -1.03827, -8.96887)
H (1.39143, 0.98863, -8.32270)
H (-0.19456, 1.59419, -8.86533)
C (-1.56053, 2.57528, -6.76800)
H (-1.76524, 3.28026, -5.94996)
H (-2.34966, 1.81088, -6.78622)
H (-1.54228, 3.11479, -7.72662)
C (1.17842, 3.21371, -6.66521)
H (0.95050, 3.75832, -7.59365)
H (2.21771, 2.85615, -6.68916)
H (1.05011, 3.88205, -5.80199)
C (-0.98325, -2.80647, -6.78196)
H (-0.79083, -3.52512, -5.97266)
H (-0.82387, -3.29082, -7.75685)
H (-2.02116, -2.45172, -6.70645)
C (1.74387, -2.14362, -7.04221)
H (2.52645, -1.37275, -7.06140)
H (1.66054, -2.61622, -8.03184)
H (2.00618, -2.90081, -6.29012)
Pb (1.13827, -0.38627, 0.67624)
C (0.60159, 1.58469, -1.90869)
C (-0.72952, 1.51057, -2.02447)
C (-1.49658, 0.71353, -3.02821)
C (-1.89742, -0.70808, -2.54351)
C (-0.81362, -1.54313, -1.95406)
C (0.49685, -1.45926, -2.23327)
C (1.14241, -0.56504, -3.24075)
C (1.61500, 0.82466, -2.71737)
C (0.14209, -2.08633, 1.77301)
H (1.02923, 2.31927, -1.21097)
H (-1.34864, 2.08721, -1.32670)
H (-0.94940, 0.64310, -3.97634)
H (-2.42302, 1.25974, -3.27930)
H (-2.69892, -0.59582, -1.79831)
H (-2.35942, -1.23377, -3.39665)
H (-1.15797, -2.31344, -1.25595)
H (1.19077, -2.16290, -1.75497)
H (0.50651, -0.42388, -4.12764)
H (2.03251, -1.08109, -3.63989)
H (2.53763, 0.67466, -2.12626)
H (1.93303, 1.43131, -3.58940)
H (0.82624, -2.24168, 2.62046)
H (0.11042, -3.01566, 1.19654)
H (-0.85766, -1.79734, 2.11632)
O (0.20413, 1.37657, 1.70468)
Si (-0.04894, 1.61626, 3.28866)
C (1.11069, 0.46647, 4.19376)
C (2.48111, 0.53350, 3.91128)
C (3.36862, -0.37371, 4.49657)
C (2.88584, -1.35227, 5.37113)
C (1.51779, -1.43420, 5.64142)
C (0.63175, -0.52240, 5.05508)
C (0.33725, 3.34891, 3.87767)
C (1.57753, 3.92882, 3.57162)
C (1.90054, 5.21238, 4.03283)
C (0.96095, 5.95686, 4.75348)
C (-0.28326, 5.39530, 5.04791)
C (-0.59796, 4.10458, 4.59976)
C (-1.80079, 1.18510, 3.74520)
C (-2.27081, 1.12249, 5.06399)
C (-3.57566, 0.68600, 5.33782)
C (-4.42504, 0.32496, 4.28814)
C (-3.97404, 0.41848, 2.96595)
C (-2.67266, 0.86044, 2.69949)
H (2.86655, 1.30739, 3.23905)
H (4.43515, -0.29833, 4.27021)
H (3.57835, -2.05108, 5.84234)
H (1.12602, -2.19773, 6.31641)
H (-0.43508, -0.57752, 5.27102)
H (2.29314, 3.38839, 2.94863)
H (2.87676, 5.64011, 3.80091)
H (1.18690, 6.97916, 5.05704)
H (-1.02562, 5.96886, 5.60730)
H (-1.59021, 3.69359, 4.79832)
H (-1.61707, 1.39978, 5.89477)
H (-3.91866, 0.62192, 6.37266)
H (-5.43726, -0.02930, 4.49479)
H (-4.62612, 0.14214, 2.13501)
H (-2.32498, 0.94308, 1.66529)

Its HOMO energy is -7.9 eV. The relative energy (zero: lowest compared OMol25 entry of this formula, charge and spin) is 0.0 kJ/mol. The value obtained for the maximum force is 0.0205 Eh/bohr. The value obtained for the gap between HOMO and LUMO is 0.294 hartree. For the total energy, the calculation gives -2525.33733 a.u.

No. 4
C33H47AsN7Ru as an isolated structure in a non-equilibrium geometry. Source: the Open Molecules 2025 dataset; level of theory: ωB97M-V/def2-TZVPD.

Cartesian coordinates (Å):
Ru (0.84232, -0.46906, 0.23778)
C (3.70889, -0.46486, 0.88800)
N (2.48937, -1.21667, 1.33368)
C (2.31327, -0.87782, 2.76900)
C (1.79722, 0.53735, 2.85237)
C (2.02273, 1.28979, 3.98936)
C (1.61780, 2.61697, 4.02277)
C (1.02124, 3.14969, 2.89353)
C (0.82643, 2.33464, 1.79356)
N (1.17678, 1.04148, 1.75662)
C (2.61695, -2.67606, 1.03650)
C (1.93436, -3.08531, -0.25463)
C (2.28335, -4.27381, -0.86949)
C (1.58892, -4.68621, -1.99915)
C (0.56261, -3.89154, -2.48693)
C (0.27861, -2.70654, -1.83633)
N (0.94093, -2.30566, -0.74267)
C (3.66611, -0.30239, -0.58581)
C (4.80100, -0.32634, -1.37324)
C (4.67133, -0.22886, -2.74978)
C (3.39390, -0.15545, -3.28448)
C (2.30970, -0.13559, -2.43207)
N (2.42728, -0.15593, -1.09494)
H (3.69300, 0.51871, 1.36064)
H (4.60442, -0.98674, 1.22845)
H (1.63197, -1.57356, 3.24916)
H (3.26864, -0.95823, 3.29463)
H (2.54218, 0.84921, 4.83072)
H (1.79648, 3.22624, 4.89912)
H (0.72295, 4.18784, 2.84862)
H (0.38827, 2.74184, 0.89921)
H (3.66792, -2.96851, 1.01317)
H (2.16923, -3.23531, 1.86072)
H (3.08814, -4.87580, -0.46782)
H (1.84880, -5.61449, -2.49106)
H (-0.00324, -4.17743, -3.36258)
H (-0.49383, -2.03692, -2.19545)
H (5.77181, -0.43503, -0.90846)
H (5.54351, -0.24187, -3.39000)
H (3.23194, -0.12384, -4.35303)
H (1.30989, -0.11529, -2.83108)
N (-4.04358, -0.40250, 4.36467)
C (-2.71769, -0.03741, 3.69374)
C (-1.67198, -1.13921, 3.88040)
C (-1.67756, -2.24235, 2.79998)
N (-0.45836, -2.14756, 1.93002)
C (-2.93788, -2.20491, 1.95027)
C (-3.15802, -0.86132, 1.27021)
N (-2.22439, -0.75557, 0.12381)
C (-2.91855, 0.32949, 2.22753)
H (-3.91124, -0.58449, 5.36503)
H (-4.48461, -1.23336, 3.96339)
H (-4.71735, 0.36646, 4.28864)
H (-2.40410, 0.84878, 4.24509)
H (-1.75842, -1.57858, 4.87673)
H (-0.70333, -0.63465, 3.86634)
H (-1.65433, -3.21257, 3.30155)
H (-0.59837, -2.81006, 1.16870)
H (0.28415, -2.56920, 2.47883)
H (-3.79916, -2.47729, 2.56598)
H (-2.90716, -2.99887, 1.19854)
H (-4.19024, -0.82592, 0.90972)
H (-2.55069, 0.00793, -0.46256)
H (-2.34342, -1.58538, -0.45545)
H (-3.70551, 1.08018, 2.12668)
H (-1.98784, 0.82087, 1.92836)
C (0.94093, 2.70364, -1.85297)
As (-0.32619, 1.32594, -1.32022)
C (-1.77034, 2.44661, -0.62970)
C (-1.18833, 0.76253, -3.02453)
C (-1.63447, 1.93819, -3.83966)
C (-2.94355, 2.40765, -3.76288)
C (-3.35669, 3.49281, -4.53868)
C (-2.46299, 4.12122, -5.39932)
C (-1.15916, 3.65419, -5.49185)
C (-0.74780, 2.56808, -4.71710)
H (0.38636, 3.57379, -2.20013)
H (1.57981, 2.35467, -2.65840)
H (1.56945, 2.98247, -1.00829)
H (-1.86252, 3.29129, -1.31246)
H (-1.57398, 2.81781, 0.37104)
H (-2.72760, 1.92713, -0.63084)
H (-2.03472, 0.13237, -2.74133)
H (-0.48942, 0.14085, -3.58400)
H (-3.66606, 1.91005, -3.12498)
H (-4.38177, 3.83342, -4.47983)
H (-2.78776, 4.95548, -6.00541)
H (-0.46182, 4.11951, -6.17506)
H (0.26511, 2.19521, -4.82828)

Its HOMO energy (spin up / spin down) is -17.6 / -17.6 eV. Its expectation value of S² is 0.769. The spin multiplicity is 2. The relative energy (zero: lowest compared OMol25 entry of this formula, charge and spin) is 178.9 kJ/mol. The value obtained for the maximum force is 0.0428 Eh/bohr. The value obtained for the gap between HOMO and LUMO (spin up / spin down) is 0.286 / 0.124 hartree. The total charge is +4. For the total energy, the calculation gives -3998.28268 a.u.

Among the records above, which one has the lowest maximum force?
C33H46N5O4SSiTi